Entry w
104
Properties=species:S:1:pos:R:3:mulliken_charge:R:1 method="wB97M-V/def2-TZVPD" spin_multiplicity=1 gap_ha=0.294 mol_weight_g_mol=700.94 lumo_energy_ev=0.16
C 1.271 -6.570 1.341 -1.02
C 1.471 -5.158 0.993 0.40
N 1.576 -4.028 0.825 -0.30
H 0.537 -6.606 2.144 0.27
H 2.253 -6.914 1.661 0.37
H 0.863 -7.122 0.499 0.27
C -2.568 -0.342 -5.163 -0.07
C -3.840 -0.626 -5.797 0.38
N -4.833 -0.853 -6.326 -0.44
H -1.843 -1.133 -5.326 -0.07
H -2.773 -0.232 -4.093 -0.16
H -2.086 0.604 -5.407 0.38
C -0.966 -4.069 -5.291 -1.09
C -0.988 -3.335 -4.016 0.35
N -0.964 -2.788 -3.010 -0.35
H -1.350 -3.406 -6.064 0.35
H -1.610 -4.948 -5.287 0.31
H 0.038 -4.434 -5.491 0.33
C 3.710 -1.902 -0.892 0.15
C 4.825 -2.847 -0.723 0.08
N 5.666 -3.612 -0.593 -0.50
H 2.840 -2.197 -0.310 -0.09
H 3.426 -1.796 -1.938 0.53
H 4.075 -0.945 -0.517 -0.13
N -1.144 6.277 3.570 0.00
C -0.684 5.432 2.589 -1.03
C -1.729 4.951 1.878 0.36
C -2.928 5.413 2.525 -1.35
C -2.527 6.213 3.554 -0.41
H -0.596 6.710 4.286 0.24
H 0.376 5.240 2.521 0.70
H -1.721 4.348 0.986 0.63
H -3.951 5.119 2.358 0.41
H -3.021 6.697 4.382 0.40
N 0.236 3.024 4.609 0.13
C 0.280 1.675 4.414 -0.96
C 1.575 1.205 4.575 -0.31
C 2.355 2.369 4.742 -0.38
C 1.538 3.463 4.772 -0.63
H -0.593 3.581 4.678 0.23
H -0.630 1.141 4.181 0.51
H 1.937 0.193 4.577 0.57
H 3.433 2.403 4.788 0.44
H 1.697 4.514 4.951 0.44
N 4.879 0.817 1.917 0.28
C 3.825 -0.048 2.178 -0.40
C 4.343 -1.296 2.239 -0.74
C 5.753 -1.244 2.063 -0.64
C 6.045 0.083 1.907 -0.64
H 4.674 1.765 1.642 0.32
H 2.844 0.392 2.242 0.39
H 3.702 -2.165 2.318 0.50
H 6.449 -2.062 2.030 0.49
H 6.971 0.530 1.580 0.39
N 1.823 1.969 -0.189 0.86
C 1.793 2.639 0.989 0.38
C 2.961 3.386 1.043 -0.90
C 3.736 3.064 -0.082 -1.03
C 3.001 2.165 -0.840 -1.07
H 1.133 1.257 -0.391 0.00
H 0.932 2.545 1.628 0.22
H 3.159 4.110 1.819 0.42
H 4.701 3.435 -0.385 0.57
H 3.360 1.609 -1.689 0.56
N -0.640 5.649 -1.278 0.08
C -0.147 4.393 -1.500 -0.77
C 1.121 4.516 -2.024 -0.01
C 1.349 5.879 -2.250 -0.97
C 0.287 6.577 -1.732 -0.52
H -1.565 5.892 -0.983 0.27
H -0.752 3.562 -1.172 0.54
H 1.762 3.673 -2.224 0.61
H 2.258 6.281 -2.666 0.41
H 0.037 7.612 -1.569 0.42
N -1.295 -4.303 -0.167 0.88
C -1.796 -4.147 1.098 -0.55
C -2.656 -5.188 1.338 -0.94
C -2.870 -5.875 0.119 -0.71
C -1.929 -5.364 -0.763 -0.67
H -0.621 -3.755 -0.668 0.05
H -1.355 -3.381 1.716 0.51
H -3.220 -5.410 2.230 0.41
H -3.498 -6.722 -0.094 0.58
H -1.723 -5.571 -1.800 0.43
N -1.391 -0.713 -1.072 0.76
C -1.913 0.548 -0.865 -0.94
C -1.310 1.076 0.258 -0.14
C -0.427 0.088 0.791 -2.17
C -0.482 -0.940 -0.107 0.34
H -1.673 -1.343 -1.816 0.15
H -2.748 0.883 -1.460 0.54
H -1.500 2.019 0.749 0.75
H 0.139 0.098 1.707 0.33
H 0.031 -1.892 -0.098 0.45
N -4.509 -3.511 -1.222 0.15
C -4.339 -2.301 -1.855 -0.80
C -5.005 -2.346 -3.056 -0.61
C -5.633 -3.628 -3.119 -0.96
C -5.347 -4.292 -1.948 -0.45
H -4.283 -3.619 -0.246 0.31
H -3.977 -1.475 -1.262 0.79
H -5.072 -1.522 -3.742 0.65
H -6.238 -3.952 -3.951 0.47
H -5.786 -5.155 -1.474 0.41

=====

Entry x
104
Properties=species:S:1:pos:R:3:mulliken_charge:R:1 method="wB97M-V/def2-TZVPD" spin_multiplicity=1 gap_ha=0.300 mol_weight_g_mol=700.94 lumo_energy_ev=0.12
C 27.162 -7.027 -40.971 -0.68
C 28.506 -7.315 -40.419 0.26
N 29.548 -7.504 -40.023 -0.34
H 27.174 -7.200 -42.047 0.27
H 26.916 -6.026 -40.616 0.24
H 26.389 -7.666 -40.544 0.25
C 31.687 -12.800 -40.897 -0.69
C 31.258 -12.530 -39.491 0.30
N 30.748 -12.236 -38.493 -0.39
H 32.609 -13.378 -40.844 0.25
H 31.935 -11.836 -41.342 0.25
H 30.965 -13.332 -41.517 0.29
C 33.420 -12.222 -32.509 -0.75
C 34.965 -12.144 -32.536 0.29
N 36.105 -12.129 -32.467 -0.36
H 32.828 -12.014 -31.617 0.30
H 33.113 -13.182 -32.923 0.28
H 33.037 -11.556 -33.282 0.22
C 29.291 -7.753 -35.417 -0.60
C 29.262 -6.357 -35.751 0.25
N 29.182 -5.228 -36.026 -0.40
H 28.735 -7.836 -34.483 0.20
H 30.350 -7.967 -35.273 0.23
H 28.850 -8.413 -36.165 0.31
N 30.032 -0.098 -34.184 0.01
C 30.985 -0.169 -33.215 -0.58
C 30.636 0.739 -32.209 -0.35
C 29.607 1.621 -32.814 -0.48
C 29.319 1.031 -34.063 -0.42
H 29.817 -0.790 -34.887 0.22
H 31.734 -0.946 -33.171 0.42
H 31.124 0.809 -31.248 0.38
H 29.164 2.521 -32.414 0.39
H 28.636 1.262 -34.867 0.40
N 21.890 -6.570 -36.066 0.00
C 22.519 -7.618 -36.684 -0.51
C 23.830 -7.220 -36.999 -0.37
C 23.863 -5.889 -36.835 -0.37
C 22.744 -5.487 -36.210 -0.52
H 20.997 -6.632 -35.597 0.20
H 22.059 -8.589 -36.795 0.36
H 24.583 -7.902 -37.364 0.41
H 24.667 -5.226 -37.118 0.43
H 22.364 -4.537 -35.865 0.38
N 34.583 -7.033 -31.218 -0.03
C 33.309 -6.425 -30.872 -0.88
C 32.777 -5.990 -32.134 -0.32
C 33.671 -6.174 -33.241 -0.46
C 34.751 -6.893 -32.614 -0.31
H 35.275 -7.533 -30.678 0.21
H 32.967 -6.345 -29.850 0.40
H 31.855 -5.454 -32.306 0.52
H 33.671 -5.930 -34.293 0.45
H 35.654 -7.237 -33.095 0.41
N 28.409 -3.569 -30.642 0.02
C 27.425 -4.097 -31.437 -0.39
C 26.871 -5.138 -30.699 -0.53
C 27.539 -5.268 -29.432 -0.43
C 28.470 -4.218 -29.443 -0.46
H 29.082 -2.868 -30.917 0.20
H 27.353 -3.564 -32.373 0.43
H 26.098 -5.810 -31.039 0.39
H 27.450 -6.077 -28.723 0.42
H 29.194 -3.945 -28.689 0.37
N 26.554 1.171 -41.010 -0.02
C 27.757 0.430 -40.788 -0.58
C 27.349 -0.731 -40.076 -0.22
C 26.011 -0.562 -39.730 -0.61
C 25.574 0.616 -40.266 -0.38
H 26.485 2.006 -41.573 0.19
H 28.711 0.641 -41.248 0.37
H 28.032 -1.508 -39.767 0.47
H 25.399 -1.323 -39.270 0.40
H 24.623 1.126 -40.234 0.37
N 32.455 -1.870 -40.768 0.03
C 33.404 -0.898 -40.750 -0.66
C 33.777 -0.715 -39.502 -0.36
C 33.183 -1.693 -38.711 -0.31
C 32.257 -2.395 -39.551 -0.57
H 32.054 -2.287 -41.596 0.22
H 33.837 -0.492 -41.653 0.38
H 34.477 -0.034 -39.042 0.39
H 33.352 -1.931 -37.671 0.41
H 31.611 -3.232 -39.329 0.49
N 29.031 -10.274 -30.743 0.01
C 29.492 -10.768 -29.539 -0.51
C 29.118 -12.156 -29.405 -0.36
C 28.352 -12.467 -30.574 -0.37
C 28.405 -11.326 -31.412 -0.54
H 29.352 -9.425 -31.185 0.24
H 30.165 -10.101 -29.020 0.39
H 29.273 -12.802 -28.554 0.39
H 27.955 -13.457 -30.746 0.37
H 27.851 -11.200 -32.331 0.38
N 34.561 -9.291 -37.747 0.02
C 35.335 -8.271 -38.272 -0.63
C 36.675 -8.726 -38.274 -0.46
C 36.702 -10.055 -37.728 -0.29
C 35.387 -10.414 -37.433 -0.46
H 33.589 -9.202 -37.487 0.20
H 34.850 -7.382 -38.648 0.44
H 37.563 -8.238 -38.648 0.39
H 37.490 -10.762 -37.511 0.38
H 34.976 -11.238 -36.869 0.41

=====

Least stable structure: entry x